ORCA calculation (ωB97M-V/def2-TZVPD) on a cluster of 7 separate species, C14H28Cl14 in total at a distorted geometry.

Frontier orbital gap, eV: 10.80
Net charge: 0
Energy relative to the best compared isomer or geometry (same formula, charge and spin), kJ/mol: 174.53
Lowest unoccupied orbital energy, Ha: 0.00409
Multiplicity: 1
SMILES: ClCCCl.ClCCCl.ClCCCl.ClCCCl.ClCCCl.ClCCCl.ClCCCl

```
56
Properties=species:S:1:pos:R:3:forces:R:3
Cl 3.7931 -7.7575 -1.5156 -0.2 0.3 -0.3
C 2.4710 -6.6128 -1.0711 0.4 -0.1 -0.6
C 1.7298 -7.2622 0.0634 0.1 0.5 0.5
Cl 0.4662 -6.0722 0.5200 -0.3 -0.3 0.2
H 1.8007 -6.4013 -1.9042 0.1 -0.7 -0.2
H 2.9133 -5.6296 -0.9109 0.2 -0.3 0.8
H 2.3353 -7.4439 0.9513 0.1 0.3 -0.2
H 1.3096 -8.2308 -0.2073 -0.3 0.3 -0.2
Cl -0.2497 -0.3884 2.8352 -0.3 0.5 1.6
C 0.5439 -0.9451 1.3997 -1.5 -0.3 -1.4
C -0.6179 -1.0917 0.3655 0.4 0.5 1.1
Cl 0.0525 -1.7581 -1.0782 0.4 -0.4 -1.5
H 1.0023 -1.9172 1.5814 0.3 0.3 -0.1
H 1.1965 -0.1434 1.0538 0.3 -0.5 0.0
H -1.0432 -0.1026 0.1954 0.1 0.0 -0.2
H -1.4415 -1.7419 0.6606 0.3 0.0 0.4
Cl -5.7430 0.7016 3.8941 0.0 0.1 -0.2
C -4.8794 2.2466 3.9675 0.7 1.2 -0.4
C -5.3986 3.2890 2.9598 -0.8 0.2 1.2
Cl -4.9105 3.0218 1.2878 -0.2 -0.3 -0.2
H -3.8124 2.0910 3.8078 -0.1 -0.3 0.0
H -4.9951 2.6463 4.9750 -0.2 0.0 -0.1
H -5.1552 4.3338 3.1530 0.9 -0.3 0.5
H -6.4726 3.3514 3.1353 -0.3 -0.5 -0.9
Cl 0.6063 -4.5982 -7.1590 -0.3 0.7 0.3
C -0.6677 -3.3703 -6.6647 0.7 -0.8 -0.4
C -1.5534 -3.0590 -7.8595 -0.7 -0.3 0.3
Cl -2.4104 -4.5233 -8.5182 0.4 0.5 0.3
H -0.1598 -2.4832 -6.2862 0.1 0.0 -0.4
H -1.1488 -3.8214 -5.7969 -0.4 0.0 -0.4
H -1.0464 -2.6000 -8.7082 0.2 -0.1 0.3
H -2.3575 -2.4027 -7.5268 0.1 0.1 -0.1
Cl -0.8041 5.0381 -4.3939 -0.5 0.1 -0.3
C -2.3448 4.1902 -4.7404 0.1 -0.9 0.6
C -2.2095 2.7135 -4.4214 -0.8 0.5 0.7
Cl -1.1657 1.9256 -5.5538 0.7 -0.7 -0.7
H -2.6538 4.2270 -5.7850 0.3 0.7 0.1
H -3.1174 4.5655 -4.0693 0.1 0.4 -0.2
H -3.2122 2.2968 -4.5174 0.0 -0.2 0.0
H -1.8521 2.5149 -3.4110 0.0 0.2 -0.1
Cl 5.1095 -2.4823 6.7852 -0.4 0.0 -0.5
C 3.7183 -1.4039 7.1312 0.1 0.4 0.1
C 3.5692 -1.4528 8.6099 -0.1 -0.6 2.0
Cl 2.5204 -0.1575 9.2329 0.0 0.4 -0.1
H 2.7910 -1.6542 6.6159 0.3 -0.5 -0.1
H 3.9647 -0.3824 6.8414 0.3 -0.2 -0.1
H 4.5221 -1.4444 9.1392 0.2 0.8 -0.3
H 3.1440 -2.3445 9.0705 -0.3 -0.3 -0.9
Cl 3.1426 8.5134 1.2053 -0.2 -0.7 -0.5
C 3.1916 7.1287 0.0524 1.2 -0.9 -0.4
C 2.1862 6.0152 0.3936 -0.1 1.7 0.3
Cl 2.4728 4.5141 -0.4711 0.2 -0.2 -0.4
H 4.1760 6.6612 0.0749 0.2 0.2 0.6
H 3.1950 7.4926 -0.9750 -0.9 0.2 0.1
H 1.2022 6.4030 0.1298 -0.2 -0.4 0.3
H 2.2965 5.7975 1.4560 -0.3 0.1 -0.1
```
Forces are in eV/Å.



ORCA calculation (ωB97M-V/def2-TZVPD) on a structure of composition C14H28N2O4 at a distorted geometry.

Frontier orbital gap, eV: 9.31
Net charge: 0
Energy relative to the best compared isomer or geometry (same formula, charge and spin), kJ/mol: 1529.74
Lowest unoccupied orbital energy, Ha: 0.02587
Multiplicity: 1

```
48
Properties=species:S:1:pos:R:3:forces:R:3
C 1.6605 0.3237 2.8052 -0.1 9.1 4.4
H 0.8791 0.1259 3.5663 0.7 -0.6 -0.6
H 1.2227 1.3834 2.2963 1.3 -2.2 1.6
H 2.6663 0.5752 3.2564 -1.1 0.2 0.3
C 1.8881 -0.4889 1.7835 -3.6 -10.9 -6.5
C 2.2410 -2.0832 2.3532 1.4 2.9 -5.7
H 2.2984 -2.9402 1.6408 -0.2 1.2 -0.2
H 3.1874 -1.8921 2.6798 2.4 -0.1 1.9
H 1.4892 -2.2741 2.9317 -3.8 -1.2 4.3
O 2.8082 -0.3574 0.7637 1.4 0.9 -1.9
C 2.5369 0.6060 -0.3183 -0.4 4.6 6.4
C 3.5117 0.6377 -1.5331 -0.5 1.4 6.0
H 4.5192 1.0092 -1.0065 -2.0 -0.9 -2.0
H 2.9992 1.2852 -2.1659 -0.1 1.7 -1.3
C 3.4354 -0.6850 -2.0413 -0.4 -6.6 5.2
N 2.1274 -1.5209 -1.8779 1.2 4.5 -4.2
C 1.0511 -1.0189 -2.5200 -0.9 -0.1 -4.6
O 1.1057 -0.3974 -3.6222 0.6 -0.3 2.4
C -0.3940 -1.5159 -2.2332 12.0 -7.6 13.3
O -0.3278 -2.3670 -1.1190 -1.5 3.9 -4.8
N -1.2630 -1.1333 -2.9137 -12.6 -1.5 1.2
H -1.0705 -0.7988 -3.7135 1.7 3.8 -7.4
C -2.7401 -1.4589 -2.5380 3.2 -2.0 4.6
C -3.2279 -0.3216 -1.7367 0.7 6.2 -5.2
C -2.4229 0.3561 -0.7251 -5.0 -4.5 7.7
O -3.1254 1.2841 0.1837 1.1 -0.3 -1.2
C -2.2261 1.8943 1.3970 -1.2 2.5 -10.5
C -3.0592 3.1306 1.4607 3.0 0.4 6.2
H -3.9089 2.7962 2.0543 -0.9 0.5 -0.9
H -2.4424 3.6241 2.4341 -1.5 -0.1 -2.5
H -3.1247 3.7855 0.6175 -0.2 -0.1 -0.2
C -2.0725 1.0261 2.4119 -0.9 -6.1 7.4
H -3.1697 0.5932 2.7652 2.5 1.3 -0.6
H -1.5603 1.4889 3.3465 -1.0 -0.6 -1.5
H -1.5142 0.0288 2.2480 -0.6 1.8 -0.3
H -1.3793 1.9891 0.6793 0.4 0.6 1.4
H -2.3623 -0.5466 0.0915 -0.3 0.5 -1.0
H -1.4560 0.2188 -0.6752 5.7 1.4 -1.2
H -3.2043 0.6992 -2.4462 -0.9 -2.3 0.3
H -4.2245 -0.4570 -1.5574 -2.5 -0.2 1.2
H -2.7956 -2.3253 -1.6248 1.1 1.7 -2.8
H -3.2593 -1.8799 -3.3393 -1.0 0.2 -1.4
H 1.9338 -1.9413 -1.0621 -0.6 -1.8 3.8
H 3.7713 -0.7409 -2.9317 1.4 -0.4 -6.8
H 4.1704 -1.4434 -1.5763 -0.9 1.5 0.1
H 2.6265 1.7325 0.4656 0.3 -2.4 -2.8
H 1.4370 0.7021 -0.2864 0.2 -0.6 -1.6
H 0.7644 -0.7082 1.3315 2.3 0.5 0.1
```
Forces are in eV/Å.



ORCA calculation (ωB97M-V/def2-TZVPD) on an isolated molecule of C14H28NO3PS2 at a distorted geometry.

Frontier orbital gap, eV: 8.95
Net charge: 0
Energy relative to the best compared isomer or geometry (same formula, charge and spin), kJ/mol: 78.12
Lowest unoccupied orbital energy, Ha: 0.01687
Multiplicity: 1
SMILES: CCCOP(=S)(OCCC)SCC(=O)N1CCCC[C@@H]1C

```
49
Properties=species:S:1:pos:R:3:forces:R:3
C 1.1138 4.2248 -1.6292 0.6 0.0 0.0
C 1.1851 2.9533 -2.4885 -0.5 0.5 0.0
C -0.1828 2.3086 -2.6273 0.1 -0.4 -0.5
O -0.5628 1.6129 -1.4043 -0.4 -1.7 -0.4
P -1.8561 0.6082 -1.5546 -0.8 1.5 -0.2
S -3.4081 1.6535 -1.9693 -0.5 0.2 0.1
O -1.6916 -0.4822 -2.7782 1.4 0.9 1.5
C -2.5565 -1.6179 -2.8085 -0.3 -1.4 -0.4
C -1.9012 -2.7773 -3.6124 0.3 0.3 0.1
C -1.7379 -2.4328 -5.0816 -0.8 0.5 -0.5
S -2.0328 -0.3148 0.3816 0.5 -0.1 -0.5
C -1.5140 1.0091 1.5905 0.6 -0.2 -1.2
C -1.0970 0.4065 2.9324 1.4 0.2 2.4
O -1.7804 0.6987 3.9016 -0.4 -0.3 -0.4
N 0.1460 -0.2316 3.1723 -1.9 0.6 -1.1
C 0.4843 -0.7793 4.5090 0.2 -0.7 -0.1
C 2.0068 -1.0659 4.6116 -0.4 -0.8 -0.7
C 2.4508 -2.0173 3.4827 -0.4 -0.5 -0.3
C 1.5792 -1.9827 2.2233 -0.9 0.9 0.9
C 0.9603 -0.5864 2.0264 0.5 -0.5 -0.8
C 1.9577 0.5336 1.7012 0.4 0.3 0.2
H 0.2560 4.8526 -1.8780 0.0 -0.1 -0.2
H 0.9927 3.9250 -0.5908 0.0 0.1 0.2
H 2.0279 4.8451 -1.7135 -0.4 -0.4 0.1
H 1.9156 2.2454 -2.0865 -0.1 0.0 0.0
H 1.4904 3.1808 -3.5170 0.1 0.1 0.2
H -0.9578 3.0339 -2.9149 0.2 -0.1 0.4
H -0.1587 1.5506 -3.4082 0.1 0.0 -0.2
H -2.6921 -1.9531 -1.7869 -0.3 -0.2 0.2
H -3.5470 -1.3688 -3.2502 0.7 0.2 0.3
H -2.5051 -3.6903 -3.5481 -0.1 0.3 0.4
H -0.9033 -3.0157 -3.1872 -0.6 0.2 0.0
H -2.7231 -2.1615 -5.5428 0.7 -0.4 0.3
H -1.2612 -3.2152 -5.6817 -0.2 0.0 0.2
H -1.1341 -1.5443 -5.1536 0.4 0.4 -0.2
H -2.3600 1.6864 1.7400 0.2 -0.4 0.2
H -0.6844 1.5844 1.1447 -0.3 -0.4 0.1
H -0.1039 -1.7271 4.6846 0.6 0.9 -0.1
H 0.2524 -0.0865 5.3077 -0.5 0.3 -0.2
H 2.5997 -0.1550 4.5761 -0.2 0.2 0.1
H 2.2668 -1.5925 5.5429 -0.4 0.5 0.0
H 2.3924 -3.0360 3.8396 0.2 -0.3 0.3
H 3.4752 -1.8456 3.2214 0.7 0.2 -0.1
H 2.0771 -2.2488 1.3195 0.8 -0.2 -0.6
H 0.7575 -2.7132 2.3167 0.1 0.3 0.1
H 0.3345 -0.7096 1.1350 -0.1 0.2 0.4
H 2.5041 0.8576 2.6214 -0.5 0.0 -0.8
H 1.4003 1.3936 1.2387 0.7 -0.6 0.6
H 2.7254 0.1870 0.9925 -0.3 0.1 0.0
```
Forces are in eV/Å.



ORCA calculation (ωB97M-V/def2-TZVPD) on a structure of composition C14H29AsBr3F6O23S6 at a distorted geometry.

Frontier orbital gap, eV: 10.29
Net charge: -1
Energy relative to the best compared isomer or geometry (same formula, charge and spin), kJ/mol: 0.00
Lowest unoccupied orbital energy, Ha: 0.05738
Multiplicity: 1

```
82
Properties=species:S:1:pos:R:3:forces:R:3
As -1.4159 0.3155 -0.3016 -1.2 0.1 -0.6
F -2.4865 0.6205 1.0339 -0.1 -0.4 0.4
F -2.7940 0.2847 -1.3506 0.0 -0.2 -0.2
F -0.3291 0.0919 -1.6276 0.3 0.0 -0.3
F -0.1042 0.2525 0.8039 0.7 0.4 0.4
F -1.5404 -1.4151 -0.1618 -0.2 -0.2 0.2
F -1.3649 2.0251 -0.5395 0.7 0.3 0.1
O -1.1059 6.1624 2.7007 0.6 0.4 0.8
S -1.8772 5.7272 1.6028 -0.9 -0.6 -1.1
O -3.1086 6.3686 1.2535 0.0 0.2 0.2
O -0.9257 5.7598 0.3385 0.3 0.3 0.0
C -1.5236 5.7814 -0.9673 -1.1 -0.1 -0.5
C -0.6866 4.9995 -1.9602 0.0 -0.2 0.1
C -2.1818 4.0025 1.7547 0.0 -0.2 0.7
H -1.7270 6.7947 -1.3254 0.7 0.2 0.4
H -2.5500 5.4056 -0.9061 0.2 -0.4 0.1
H -1.0019 3.9605 -2.0504 -0.2 0.1 0.0
H 0.3639 4.9528 -1.6726 0.0 0.4 0.0
H -0.7793 5.5000 -2.9232 0.1 -0.2 -0.1
H -2.7188 3.6019 0.9020 0.1 0.1 -0.1
H -2.7777 3.8715 2.6592 -0.1 0.1 -0.1
H -1.2365 3.4931 1.9253 0.1 0.0 -0.3
C -1.3957 -1.8542 -4.2327 -0.6 0.1 -0.3
Br -3.3326 -1.8536 -4.2586 0.0 0.0 -0.1
Br -0.7221 -0.2456 -5.0254 0.1 0.1 0.1
Br -0.7313 -3.3760 -5.2112 0.1 0.0 0.4
H -1.1716 -1.8701 -3.1749 0.5 -0.1 -0.1
C 2.3015 1.2924 -3.0517 -0.2 -1.0 -0.1
C 2.8413 0.7779 -1.7391 -0.5 -0.4 0.6
O 4.1687 1.3037 -1.6431 0.0 -0.1 0.0
S 4.8227 1.3706 -3.1055 -1.2 0.6 0.3
O 5.6556 0.2919 -3.4247 0.4 -1.2 0.0
O 5.3180 2.6767 -3.2431 0.6 1.4 -0.1
O 3.4522 1.2347 -3.9104 0.0 0.0 -0.2
H 1.8373 2.2768 -3.0442 0.4 0.2 0.1
H 1.5724 0.5720 -3.4165 0.0 0.1 -0.2
H 2.8798 -0.3125 -1.6901 0.1 0.0 -0.4
H 2.2117 1.0702 -0.9000 0.3 0.5 0.1
C 4.7645 0.8924 1.7948 -0.4 0.2 -0.1
C 3.5085 0.0251 1.7890 -0.5 0.0 0.3
O 3.8944 -1.2303 1.2179 -0.2 -0.3 -0.3
S 5.4569 -1.2966 0.8968 0.0 0.8 1.1
O 5.6819 -0.9438 -0.4448 0.1 -0.1 -0.8
O 6.0062 -2.4512 1.4936 0.1 -0.4 -0.1
O 5.8352 -0.0414 1.8313 0.2 -0.3 0.1
H 4.7735 1.4942 2.6995 0.3 0.0 0.0
H 4.8493 1.5230 0.9106 0.0 0.0 -0.1
H 2.6669 0.4387 1.2388 0.2 0.1 -0.3
H 3.1323 -0.1663 2.7963 0.3 -0.1 0.0
C 2.3412 -4.3096 -0.1718 -0.4 -0.2 -0.2
C 1.6650 -3.3737 -1.1720 0.3 0.9 0.8
O 2.7671 -2.8986 -1.9522 0.1 0.0 -0.6
S 3.8050 -4.0829 -2.2211 -0.9 0.2 0.6
O 5.1053 -3.5600 -2.1729 0.8 0.3 0.1
O 3.3822 -4.8613 -3.3203 -0.3 -0.5 -0.5
O 3.4520 -4.8654 -0.8763 0.4 -0.3 0.0
H 1.6976 -5.1269 0.1445 0.0 0.0 0.0
H 2.6921 -3.7568 0.6980 0.2 0.0 0.0
H 1.3393 -2.4823 -0.6484 -0.4 0.1 0.1
H 0.8394 -3.7658 -1.7590 0.2 -0.3 -0.3
C -4.7003 -2.2680 -0.9090 0.2 0.6 -0.2
C -4.6972 -1.8437 0.5442 -0.2 -0.5 -0.4
O -5.2148 -3.0907 1.1133 0.0 0.1 0.4
S -6.5114 -3.4640 0.2814 0.2 0.0 -0.2
O -7.6462 -2.7634 0.7600 -0.3 0.3 0.1
O -6.5740 -4.8731 0.1436 0.2 -0.2 -0.1
O -6.0452 -2.7607 -1.0837 0.0 -0.6 0.1
H -3.9485 -3.0498 -1.0389 -0.2 -0.2 -0.1
H -4.5308 -1.5141 -1.6689 -0.1 0.3 0.2
H -5.4331 -1.0787 0.7837 0.2 0.3 -0.1
H -3.7054 -1.6261 0.9183 -0.1 -0.2 0.3
C -1.6373 0.2792 4.1752 -0.6 0.6 -0.9
C -0.8198 -0.8979 3.6418 1.4 0.6 -0.5
O -0.6263 -1.7682 4.7658 -0.3 -0.2 0.1
S -1.9853 -1.7016 5.5940 -0.1 0.6 -0.6
O -1.7563 -2.0294 6.9392 0.4 -0.1 0.8
O -3.0084 -2.3428 4.8561 -0.4 -0.3 -0.3
O -2.1713 -0.1147 5.4461 0.2 -0.3 0.1
H -2.4244 0.5660 3.4759 -0.2 -0.4 0.2
H -1.0432 1.1867 4.2780 0.2 -0.2 0.5
H 0.1655 -0.5292 3.3556 0.1 -0.1 0.2
H -1.1781 -1.3875 2.7386 -0.6 -0.3 0.4
```
Forces are in eV/Å.